(1)
9
Properties=species:S:1:pos:R:3 method="wB97M-V/def2-TZVPD" total_energy_ha=-495.6523 lumo_ha="-0.0473 / -0.0392" e_above_lowest_kj_mol=336.7 e_homo_ev="-9.89 / -9.90"
C 1.24 -0.41 -0.65
C -0.85 0.91 0.72
O -0.73 -1.77 0.80
P -0.47 -0.65 -0.15
H 1.51 0.41 -1.18
H 2.02 -0.44 0.03
H -0.20 0.86 1.68
H -1.17 1.82 0.11
H -1.33 -0.73 -1.35

(2)
15
Properties=species:S:1:pos:R:3 method="wB97M-V/def2-TZVPD" total_energy_ha=-345.7226 smiles=C1CO[C@@H]2C[C@@H]2O1 lumo_ha=0.0401 e_above_lowest_kj_mol=216.2 e_homo_ev=-9.15
C 1.51 -0.22 0.24
C 1.09 0.69 -0.89
O -0.10 1.35 -0.50
C -1.12 0.41 -0.38
C -1.59 -0.14 0.94
C -0.75 -0.99 0.01
O 0.56 -1.27 0.41
H 2.48 -0.69 0.06
H 1.59 0.39 1.16
H 1.84 1.44 -1.14
H 0.90 0.07 -1.79
H -1.89 0.53 -1.14
H -1.08 0.12 1.86
H -2.66 -0.29 1.05
H -1.16 -1.83 -0.55

(3)
14
Properties=species:S:1:pos:R:3 method="wB97M-V/def2-TZVPD" total_energy_ha=-374.9423 lumo_ha=0.0071 e_above_lowest_kj_mol=312.6 e_homo_ev=-10.19
C -1.09 -1.63 0.03
C -0.33 1.81 -0.25
C -1.05 -0.20 0.08
C 1.14 -0.24 -0.86
N -0.87 -2.76 -0.10
N -1.50 1.86 0.28
N -1.95 0.69 0.57
N 0.01 0.46 -0.49
H 0.16 2.69 -0.58
H 0.79 -0.84 2.32
H 0.33 -0.77 1.67
H 1.87 -0.28 -0.05
H 0.88 -1.22 -1.02
H 1.60 0.42 -1.60